(1)
{
  "formula": "C6H12O3",
  "method": "the ωB97M-V functional and the def2-TZVPD basis",
  "spin_multiplicity": 1,
  "de_lowest_kcal_mol": 157.8,
  "total_energy_ev": -12553.0061,
  "symbols": ["C", "C", "C", "C", "C", "C", "O", "O", "O", "H", "H", "H", "H", "H", "H", "H", "H", "H", "H", "H", "H"],
  "coordinates": [[-0.265, -0.884, -0.255], [-0.358, -0.101, 0.926], [0.892, 1.205, 0.824], [-0.595, 1.368, 0.918], [0.432, -2.212, -0.241], [1.648, 1.705, -0.357], [-2.098, -1.222, 0.414], [-2.919, -0.206, -0.243], [-0.339, -0.260, -1.469], [-2.923, -0.574, -1.141], [0.069, -0.825, -2.139], [-0.255, -0.627, 1.863], [1.448, 1.186, 1.754], [-1.008, 1.772, 1.838], [-1.088, 1.762, 0.035], [1.459, -2.121, -0.612], [-0.106, -2.917, -0.882], [0.460, -2.639, 0.761], [1.834, 2.783, -0.255], [1.094, 1.593, -1.293], [2.620, 1.214, -0.446]],
  "atomic_forces_ev_per_a": [[-2.0467, -0.1618, -0.0408], [4.0312, 2.9239, -0.2800], [-1.5001, -1.2308, 0.9634], [-0.0310, 0.0203, 0.2317], [-0.4607, -0.2171, -0.0767], [0.1170, -0.0061, -0.4759], [-0.1620, -0.3601, -1.7919], [0.8709, -1.0410, 0.0704], [-0.0899, -0.5860, 1.0605], [-0.2671, 0.2676, 0.2077], [-0.2091, -0.0149, 0.0912], [-0.1411, 0.0824, -0.1121], [-0.1603, 0.1841, 0.0510], [-0.0529, -0.0326, -0.0933], [0.0385, -0.0315, 0.0427], [-0.0913, 0.1709, 0.0766], [0.0535, 0.0807, 0.0194], [-0.0269, 0.1506, -0.0700], [0.0110, -0.1266, 0.1131], [0.1257, -0.0951, 0.1471], [-0.0084, 0.0232, -0.1341]],
  "nbo_charge": [0.590, -0.201, -0.228, -0.428, -0.693, -0.637, -0.450, -0.485, -0.668, 0.447, 0.489, 0.244, 0.204, 0.225, 0.236, 0.231, 0.237, 0.247, 0.215, 0.220, 0.204]
}


(2)
{
  "formula": "C6H12O3",
  "method": "the ωB97M-V functional and the def2-TZVPD basis",
  "spin_multiplicity": 1,
  "de_lowest_kcal_mol": 140.0,
  "total_energy_ev": -12553.7798,
  "symbols": ["C", "C", "C", "C", "C", "C", "O", "O", "O", "H", "H", "H", "H", "H", "H", "H", "H", "H", "H", "H", "H"],
  "coordinates": [[0.682, -0.375, 0.033], [-0.023, 1.389, -0.216], [-1.536, -0.222, -0.203], [0.773, -0.728, 1.484], [0.710, -1.470, -0.980], [1.406, 0.929, -0.458], [-0.348, 2.023, 0.919], [-2.537, 0.647, 0.222], [1.867, 0.975, -1.662], [-1.315, 1.997, 1.039], [-2.861, 1.165, -0.526], [-0.547, 1.629, -1.138], [-1.588, -0.482, -1.255], [-1.520, -1.064, 0.475], [2.022, 1.290, 0.393], [0.098, -1.540, 1.772], [1.797, -1.066, 1.674], [0.625, -1.062, -1.986], [-0.012, -2.269, -0.792], [1.716, -1.899, -0.922], [0.590, 0.133, 2.126]],
  "atomic_forces_ev_per_a": [[-0.2853, 0.1991, -0.1573], [-0.1576, -0.2427, 0.0221], [0.5750, 0.4241, 0.1332], [-0.0448, 0.0190, -0.0190], [-0.0182, 0.0515, -0.0037], [-0.2013, -0.1015, 0.3215], [-0.0511, -0.1596, -0.0582], [0.2198, -0.0771, -0.1087], [-0.1193, -0.0982, -0.0855], [0.0920, -0.0102, -0.0600], [0.0415, -0.0484, 0.0323], [-0.0079, -0.0191, -0.0065], [0.0332, 0.0055, 0.0092], [0.0506, -0.0445, -0.0021], [-0.0685, -0.0190, 0.0077], [0.0212, 0.0281, -0.0309], [-0.0352, 0.0196, -0.0262], [0.0045, 0.0182, 0.0247], [-0.0179, 0.0371, 0.0211], [-0.0391, 0.0212, 0.0156], [0.0084, -0.0031, -0.0293]],
  "nbo_charge": [0.195, 0.246, -0.023, -0.687, -0.692, 0.068, -0.667, -0.713, -0.840, 0.493, 0.486, 0.195, 0.185, 0.185, 0.145, 0.204, 0.245, 0.269, 0.202, 0.260, 0.244]
}


(3)
{
  "formula": "C6H12O3",
  "method": "the ωB97M-V functional and the def2-TZVPD basis",
  "spin_multiplicity": 1,
  "de_lowest_kcal_mol": 69.6,
  "total_energy_ev": -12556.8291,
  "symbols": ["C", "C", "C", "C", "C", "C", "O", "O", "O", "H", "H", "H", "H", "H", "H", "H", "H", "H", "H", "H", "H"],
  "coordinates": [[0.282, -0.668, -0.382], [-0.055, 1.549, 0.943], [1.472, -0.994, 0.464], [0.342, -1.071, -1.812], [-1.301, -1.009, 0.624], [-0.543, 0.533, -0.160], [1.094, 2.194, 0.435], [-1.114, 2.402, 1.183], [-1.219, 1.078, -1.077], [-1.603, 2.444, 0.335], [0.816, 2.711, -0.333], [0.246, 1.090, 1.885], [2.313, -0.367, 0.132], [1.738, -2.038, 0.335], [1.304, -0.826, 1.527], [0.791, -2.049, -1.963], [-0.653, -1.033, -2.260], [0.881, -0.283, -2.348], [-0.914, -1.800, 1.264], [-1.973, -1.423, -0.122], [-1.902, -0.439, 1.331]],
  "atomic_forces_ev_per_a": [[-2.0687, 1.8396, 1.2141], [-0.7401, -0.6564, -0.1785], [-0.0067, 0.1627, 0.2145], [-1.0075, -0.4253, -0.1730], [0.2334, -2.1541, -0.4708], [2.8185, 1.7689, -1.4613], [-0.1781, -0.1260, 0.0620], [-0.0425, 0.3279, 0.0258], [-0.0901, -0.8302, 1.1153], [0.0679, -0.1090, 0.1107], [-0.0156, -0.0669, 0.0132], [0.0010, 0.0248, -0.0646], [-0.2000, -0.1808, 0.1130], [0.1065, -0.1722, -0.0300], [0.0737, 0.1231, -0.0820], [0.1152, 0.0070, -0.0819], [0.0886, -0.1661, 0.0575], [0.2461, -0.1109, 0.1608], [0.2138, -0.2034, -0.1860], [0.0000, 0.0063, -0.0202], [0.3848, 0.9410, -0.3382]],
  "nbo_charge": [0.116, 0.313, -0.649, -0.658, -0.666, 0.422, -0.715, -0.717, -0.721, 0.491, 0.478, 0.155, 0.251, 0.217, 0.224, 0.214, 0.253, 0.249, 0.232, 0.236, 0.273]
}


(4)
{
  "formula": "C6H12O4",
  "method": "the ωB97M-V functional and the def2-TZVPD basis",
  "spin_multiplicity": 1,
  "de_lowest_kcal_mol": 63.5,
  "smiles": "C1OC[C@H](C[C@H]2CO2)O1.O",
  "total_energy_ev": -14604.4568,
  "symbols": ["C", "O", "C", "C", "C", "C", "C", "O", "O", "H", "H", "H", "H", "H", "H", "H", "H", "H", "H", "O", "H", "H"],
  "coordinates": [[3.160, 0.361, -0.868], [3.519, -0.606, 0.076], [2.294, -1.205, 0.456], [1.262, -0.064, 0.316], [0.006, -0.475, -0.440], [-1.023, 0.623, -0.497], [-2.459, 0.332, -0.508], [-1.755, 0.866, 0.706], [1.988, 0.955, -0.374], [3.953, 1.114, -0.949], [2.969, -0.113, -1.851], [2.384, -1.584, 1.480], [2.049, -2.041, -0.221], [0.988, 0.344, 1.300], [-0.427, -1.363, 0.045], [0.280, -0.762, -1.468], [-0.699, 1.547, -0.985], [-3.131, 1.044, -0.994], [-2.745, -0.725, -0.535], [-4.245, 0.190, 1.758], [-3.455, 0.752, 2.102], [-4.915, 0.808, 1.452]],
  "atomic_forces_ev_per_a": [[0.0783, 0.0094, -0.1705], [0.2625, -0.1405, 0.0916], [-0.1674, -0.1301, 0.0180], [-0.0530, -0.0689, 0.2691], [-0.0126, -0.1037, -0.0912], [0.0779, 0.4899, -0.1555], [1.0951, 0.4200, 0.4395], [-0.9013, -0.9478, -1.3489], [-0.1797, 0.2531, -0.1027], [-0.2225, -0.2035, 0.0486], [0.0442, 0.0837, 0.1671], [0.0197, 0.0936, -0.2524], [0.0319, 0.1605, 0.1249], [0.0337, -0.0807, -0.2510], [0.0288, 0.2059, -0.0671], [-0.0144, 0.0455, 0.1973], [0.0828, -0.2420, 0.0923], [0.1478, -0.2575, 0.3465], [-0.1103, 0.4865, 0.5501], [1.7984, 1.1216, 1.0925], [-2.1492, -1.3846, -1.1226], [0.1095, 0.1897, 0.1244]],
  "nbo_charge": [0.223, -0.516, -0.097, 0.064, -0.448, 0.054, -0.103, -0.531, -0.530, 0.180, 0.125, 0.203, 0.165, 0.195, 0.219, 0.215, 0.190, 0.192, 0.198, -0.955, 0.493, 0.466]
}


(5)
{
  "formula": "C6H12O4",
  "method": "the ωB97M-V functional and the def2-TZVPD basis",
  "spin_multiplicity": 1,
  "de_lowest_kcal_mol": 153.0,
  "total_energy_ev": -14600.5787,
  "symbols": ["C", "C", "C", "C", "O", "C", "O", "C", "O", "H", "H", "H", "H", "H", "H", "H", "H", "H", "H", "H", "O", "H"],
  "coordinates": [[0.884, 1.326, 0.538], [0.231, 0.112, -0.053], [-1.105, -0.153, -0.020], [-2.157, 0.872, 0.355], [-2.051, 1.299, 1.677], [0.844, -0.389, -1.986], [1.673, 0.400, -2.549], [1.164, -0.954, -0.657], [2.495, -0.739, -0.324], [1.676, 1.722, -0.113], [0.151, 2.126, 0.677], [1.352, 1.079, 1.501], [-1.464, -1.016, -0.591], [-3.148, 0.430, 0.143], [-2.058, 1.742, -0.319], [-0.061, -0.633, -2.545], [2.509, 0.425, -2.030], [0.804, -1.977, -0.511], [3.000, -1.553, -0.420], [-1.898, 0.451, 2.287], [-1.797, -1.994, 2.542], [-1.045, -2.575, 2.399]],
  "atomic_forces_ev_per_a": [[0.0473, 0.3058, -0.2398], [0.3975, -0.7485, 0.1684], [-0.3557, 0.0213, -0.5457], [-0.1308, -0.9031, -0.4860], [0.5466, -1.9801, 2.3251], [-1.5762, -1.4116, 0.8931], [1.8673, 1.6188, -1.0679], [-1.3582, 0.1773, -0.0444], [0.6947, 0.0331, 0.1388], [-0.1140, -0.1570, 0.1045], [0.1363, -0.2351, 0.1427], [-0.1845, 0.0888, -0.2284], [0.0871, 0.0476, 0.4926], [0.2594, 0.1322, 0.1313], [0.0405, -0.0741, 0.3874], [0.3470, 0.1361, 0.2869], [-0.3421, -0.0794, -0.1052], [0.0944, 0.1605, 0.1618], [-0.0590, -0.0173, 0.0272], [-0.5445, 2.2226, -1.9906], [-0.1173, 0.7985, -0.5165], [0.2642, -0.1363, -0.0351]],
  "nbo_charge": [-0.652, -0.034, -0.137, -0.105, -0.737, 0.246, -0.611, -0.003, -0.715, 0.210, 0.246, 0.243, 0.203, 0.173, 0.178, 0.206, 0.509, 0.207, 0.496, 0.511, -0.840, 0.406]
}


(6)
{
  "formula": "C6H12O5",
  "method": "the ωB97M-V functional and the def2-TZVPD basis",
  "spin_multiplicity": 1,
  "de_lowest_kcal_mol": 117.7,
  "smiles": "CO[C@H]1[C@H](O)[C@H](O)CO[C@@H]1O",
  "total_energy_ev": -16648.6291,
  "symbols": ["C", "O", "C", "C", "O", "C", "O", "C", "O", "C", "O", "H", "H", "H", "H", "H", "H", "H", "H", "H", "H", "H", "H"],
  "coordinates": [[-2.233, -1.160, -0.543], [-1.710, -0.752, 0.729], [-0.500, -0.175, 0.483], [0.562, -0.958, -0.300], [0.951, -2.282, 0.070], [1.755, -0.083, -0.243], [2.205, -0.184, 1.210], [1.674, 1.515, -0.571], [0.155, 1.815, -0.786], [-0.890, 1.307, 0.021], [-1.056, 2.010, 1.147], [-3.159, -1.572, -0.011], [-2.418, -0.570, -1.335], [-1.687, -1.900, -1.055], [-0.103, 0.264, 1.400], [0.214, -1.030, -1.310], [0.361, -2.467, 0.987], [2.707, -0.380, -0.786], [2.356, -1.162, 1.467], [1.969, 1.761, 0.451], [2.302, 1.851, -1.481], [-1.755, 1.187, -0.590], [-1.699, 2.965, 1.043]],
  "atomic_forces_ev_per_a": [[-2.9376, -3.6365, 4.9732], [0.2238, -0.8778, -1.2943], [0.8518, 3.1715, 1.6869], [-0.4459, 1.0196, -1.1619], [-3.2879, -0.2736, 4.5101], [4.1301, 1.1112, 0.9103], [0.1298, -1.1616, -0.6089], [-3.2828, -3.0769, 0.9239], [2.3611, 1.0505, -1.3874], [3.2274, -2.2291, -1.9572], [-3.3559, 5.1124, 1.6330], [0.4911, 0.0192, -2.3070], [-0.9330, 3.6030, -1.9045], [1.0146, -1.7131, 0.2399], [0.4531, -1.6108, 0.7554], [-0.1136, -0.0227, -0.9365], [2.4134, 0.4287, -3.6735], [-1.5428, -0.4630, 0.1315], [-0.4615, 2.3030, -1.1514], [0.2573, 1.5209, -0.4952], [-1.5278, -0.4415, 1.7562], [-0.6563, 0.6834, -0.6542], [2.9914, -4.5168, 0.0117]],
  "nbo_charge": [-0.292, -0.503, 0.001, 0.012, -0.707, 0.063, -0.783, -0.094, -0.595, 0.379, -0.713, 0.212, 0.173, 0.174, 0.234, 0.180, 0.481, 0.196, 0.488, 0.227, 0.226, 0.150, 0.493]
}


(7)
{
  "formula": "C6H12O6",
  "method": "the ωB97M-V functional and the def2-TZVPD basis",
  "spin_multiplicity": 1,
  "de_lowest_kcal_mol": 54.4,
  "smiles": "OC[C@@H]1O[C@](O)(CO)[C@H](O)[C@H]1O",
  "total_energy_ev": -18698.7365,
  "symbols": ["O", "C", "C", "O", "C", "O", "C", "O", "C", "O", "C", "O", "H", "H", "H", "H", "H", "H", "H", "H", "H", "H", "H", "H"],
  "coordinates": [[3.017, -1.873, -0.144], [2.522, -0.549, -0.496], [1.441, -0.084, 0.454], [0.423, -1.124, 0.290], [-0.835, -0.470, 0.447], [-1.423, -0.923, 1.631], [-1.884, -0.917, -0.666], [-3.224, -0.497, -0.266], [-0.529, 1.089, 0.474], [-1.300, 1.640, -0.586], [0.938, 1.231, 0.027], [1.708, 2.294, 0.491], [2.179, -2.490, 0.189], [2.178, -0.454, -1.589], [3.258, 0.119, -0.235], [1.686, -0.184, 1.512], [-2.443, -0.780, 1.513], [-1.656, -0.429, -1.565], [-1.671, -2.056, -0.850], [-3.851, -0.905, -0.816], [-0.482, 1.614, 1.526], [-2.171, 1.396, -0.363], [0.961, 1.337, -1.106], [1.157, 3.015, 0.130]],
  "atomic_forces_ev_per_a": [[-3.3214, -1.3366, 0.7615], [-1.2547, -2.1962, 0.2547], [0.7653, -3.2036, -0.9062], [-1.6882, 1.8394, -0.3267], [-0.9822, -0.3597, 0.4531], [-2.3239, 0.4314, 0.4759], [1.4115, -1.5316, 0.5377], [2.5357, 0.2268, 1.2904], [1.0616, 0.4284, -0.3413], [1.3184, 1.4119, 0.9253], [-1.1756, -0.8381, -1.7481], [-1.0905, 0.8991, 0.3326], [3.0895, 2.6947, -1.5067], [0.4921, -0.2654, 1.6229], [2.5375, 1.4540, -0.3091], [0.6410, 0.6310, -0.0334], [2.6376, -0.4481, 0.3829], [0.3751, 0.6088, -1.3660], [-1.0140, 1.9052, 0.7678], [-1.2786, -0.8877, -1.1551], [-1.1784, -1.0572, -1.7051], [-2.1762, -0.0800, 0.0133], [-0.3510, -0.6613, 1.0407], [0.9695, 0.3347, 0.5390]],
  "nbo_charge": [-0.732, -0.061, 0.038, -0.532, 0.483, -0.728, -0.123, -0.759, 0.012, -0.711, 0.057, -0.686, 0.483, 0.169, 0.186, 0.209, 0.493, 0.189, 0.199, 0.490, 0.201, 0.477, 0.171, 0.475]
}


(8)
{
  "formula": "C6H12O6",
  "method": "the ωB97M-V functional and the def2-TZVPD basis",
  "spin_multiplicity": 1,
  "de_lowest_kcal_mol": 7.2,
  "smiles": "O=C(CO)[C@@H](O)[C@H](O)[C@H](O)CO",
  "total_energy_ev": -18700.7817,
  "symbols": ["O", "C", "C", "O", "C", "O", "C", "O", "C", "O", "C", "O", "H", "H", "H", "H", "H", "H", "H", "H", "H", "H", "H", "H"],
  "coordinates": [[-1.397, -1.723, -0.444], [-1.571, -0.528, -0.326], [-2.600, 0.015, 0.620], [-3.299, -1.000, 1.274], [-0.750, 0.469, -1.118], [-1.107, 1.781, -0.752], [0.766, 0.160, -0.903], [1.085, -1.080, -1.463], [1.147, 0.265, 0.594], [1.001, 1.581, 1.063], [2.623, -0.123, 0.809], [2.860, -1.491, 0.647], [-3.293, 0.654, 0.050], [-2.097, 0.662, 1.355], [-2.930, -1.846, 0.973], [-0.960, 0.282, -2.184], [-0.648, 2.408, -1.325], [1.354, 0.909, -1.451], [0.434, -1.733, -1.148], [0.524, -0.436, 1.176], [0.112, 1.896, 0.843], [2.888, 0.130, 1.838], [3.247, 0.473, 0.130], [2.611, -1.726, -0.258]],
  "atomic_forces_ev_per_a": [[-0.0331, 0.0578, 0.0128], [-0.1241, 0.3622, -0.0317], [-0.2884, -0.0056, 0.1749], [-0.0087, -0.2332, 0.0018], [0.6743, -0.6010, -0.6359], [-0.1435, 0.3076, 0.1139], [-0.3466, 0.5962, 0.5438], [0.0267, -0.5234, -0.1767], [0.3848, -0.5436, -0.3348], [-0.1410, 0.4188, 0.1191], [-0.4126, 0.3665, 0.0679], [0.0628, -0.4948, -0.0975], [0.1866, -0.0219, 0.0781], [-0.0024, 0.0132, -0.1693], [-0.0195, 0.0896, 0.0264], [-0.0273, -0.0108, 0.2056], [-0.0584, -0.1135, 0.0423], [-0.1232, 0.0116, 0.0864], [0.0379, 0.1267, -0.0803], [0.1361, 0.0222, -0.0586], [0.2218, -0.0453, 0.0266], [-0.0071, 0.0612, -0.1249], [-0.0248, 0.0899, 0.0686], [0.0298, 0.0695, 0.1416]],
  "nbo_charge": [-0.581, 0.574, -0.174, -0.703, -0.037, -0.724, 0.072, -0.730, 0.043, -0.724, -0.065, -0.721, 0.213, 0.207, 0.487, 0.210, 0.493, 0.185, 0.500, 0.158, 0.485, 0.193, 0.157, 0.484]
}